[1]
Below is a structure of composition C19H32NO3P2Tb, with properties calculated with wB97M-V/def2-TZVPD.

The energy relative to the best compared isomer or geometry (same formula, charge and spin) comes out at 0.0 kcal per mole. The spin multiplicity is 7. The calculation puts the orbital gap (alpha / beta) at 6.936 / 6.706 eV. The calculation puts the largest force on an atom at 2.85 eV Å⁻¹. As for the LUMO energy (alpha / beta): 0.27 / 0.27 eV. The HOMO energy (alpha / beta) is -6.67 / -6.44 eV. The expectation value of S² is 12.67.

Atoms and positions in Å:
C (-0.6777, 3.8744, -1.6204)
C (-0.7249, 2.5203, -1.2328)
N (0.0822, 2.0650, -0.2445)
C (0.9855, 2.8700, 0.3531)
C (1.0476, 4.2378, 0.0266)
C (0.1967, 4.7244, -0.9591)
C (-1.6751, 1.5756, -1.9617)
P (-2.2466, 0.0250, -1.0803)
Tb (0.0047, -0.2406, 0.4710)
P (2.4564, 0.5118, 1.3628)
C (1.9354, 2.3235, 1.4374)
C (0.1595, -2.5894, 0.4438)
C (-0.8842, -3.1809, 1.1355)
C (-0.8653, -4.5842, 1.3363)
C (0.1741, -5.3530, 0.8167)
C (1.2107, -4.7445, 0.1068)
C (1.2105, -3.3321, -0.0640)
O (-0.5869, 0.3340, -4.2614)
O (0.4825, -1.9358, -3.1764)
H (-1.3540, 4.2408, -2.3763)
H (1.7698, 4.8647, 0.5168)
H (0.2196, 5.7800, -1.2107)
C (-3.6453, 0.4869, -0.0115)
C (-2.7788, -1.3049, -2.2011)
H (2.9034, 2.8480, 1.3713)
H (1.5331, 2.5316, 2.4499)
H (-1.2106, 1.2331, -2.9436)
H (-2.5873, 2.1147, -2.2537)
C (2.8180, -0.2009, 2.9886)
C (3.9426, 0.4374, 0.3279)
H (-1.7289, -2.5874, 1.5449)
H (-1.6729, -5.0539, 1.9029)
H (0.1762, -6.4440, 0.9518)
H (2.0179, -5.3348, -0.3220)
H (2.0496, -2.8442, -0.5885)
H (0.8361, -1.3064, -2.4235)
H (0.3830, -2.7884, -2.7173)
H (-0.2140, -0.5416, -3.9473)
H (0.0962, 0.7604, -4.8160)
H (1.0208, -0.5796, -1.2854)
H (-4.5800, 0.6683, -0.5612)
H (-3.7947, -0.3818, 0.6513)
H (-3.3913, 1.3626, 0.6084)
H (-3.6708, -1.0686, -2.7992)
H (-1.9425, -1.5827, -2.8645)
H (-3.0127, -2.1622, -1.5501)
H (4.8427, 0.8795, 0.7740)
H (4.1409, -0.6310, 0.1444)
H (3.7404, 0.9324, -0.6349)
H (3.7040, 0.2417, 3.4540)
H (1.9478, -0.0942, 3.6555)
H (3.0035, -1.2726, 2.8116)
C (-1.4956, 1.6949, 3.2013)
C (-0.9224, 0.5125, 2.5374)
O (-0.4926, -0.6165, 2.8099)
H (-2.4109, 1.8981, 2.6269)
H (-0.7634, 2.4932, 3.0140)
H (-1.7618, 1.7136, 4.2743)

Here are the Mulliken charges for atoms 1 to 6, given in e: C -1.043; C 0.666; N 0.615; C 0.745; C -1.059; C -0.430

=====

[2]
Below is a structure of composition C23H62AlBr2O24P6, with properties calculated with wB97M-V/def2-TZVPD.

The spin multiplicity is 1. The calculation puts the orbital gap at 3.659 eV. The calculation puts the largest force on an atom at 8.65 eV Å⁻¹. Its charge is -1. As for the LUMO energy: -1.51 eV. The HOMO energy is -5.16 eV.

Atoms and positions in Å:
C (11.5003, 5.7943, 2.0210)
C (10.7573, 6.0410, 0.9436)
Al (9.4097, 4.7550, 0.1520)
C (8.2220, 3.9455, 1.6349)
Br (8.9105, 2.4858, 2.7213)
C (6.9959, 4.3938, 1.8793)
C (6.3977, 5.5546, 1.1013)
Br (5.8866, 3.6175, 3.2896)
H (12.1431, 6.5720, 2.4458)
H (11.5586, 4.8238, 2.5106)
H (10.9256, 7.0066, 0.4532)
H (10.2032, 3.5990, -0.6575)
H (8.4813, 5.4867, -0.9504)
H (6.2932, 5.3262, 0.0454)
H (7.0775, 6.3983, 1.2410)
H (5.4599, 5.8478, 1.5778)
C (3.9832, 3.4606, -0.8231)
O (4.6645, 2.7881, -1.8833)
P (4.0067, 2.9272, -3.3780)
O (3.6637, 4.3769, -3.3930)
O (2.7346, 1.9724, -3.0545)
C (2.9501, 0.6958, -2.4355)
O (3.8674, 2.6002, -4.9879)
C (4.4290, 3.5430, -5.9069)
H (4.2636, 2.9652, 0.1063)
H (4.3055, 4.4974, -0.7802)
H (2.9005, 3.4108, -0.9401)
H (2.6578, 0.7544, -1.3867)
H (3.9903, 0.3790, -2.4936)
H (2.3219, -0.0391, -2.9363)
H (5.3621, 3.9613, -5.5364)
H (3.7117, 4.3418, -6.0833)
H (4.6208, 3.0210, -6.8438)
C (-3.5016, -2.3099, -2.7357)
O (-3.6960, -0.9663, -2.2913)
P (-2.3430, -0.0194, -2.2235)
O (-1.6881, -0.3941, -3.5077)
O (-1.7326, -0.8237, -0.9504)
C (-2.5510, -1.0745, 0.1975)
O (-1.4635, 1.3077, -1.8232)
C (-1.1666, 2.2627, -2.8534)
H (-4.3294, -2.9066, -2.3529)
H (-3.5201, -2.3403, -3.8233)
H (-2.5674, -2.7288, -2.3659)
H (-2.8510, -2.1234, 0.1995)
H (-3.4456, -0.4524, 0.2136)
H (-1.9606, -0.8746, 1.0902)
H (-2.0015, 2.3846, -3.5404)
H (-0.2809, 1.9428, -3.3978)
H (-0.9590, 3.2187, -2.3763)
C (-3.3838, -7.3940, -4.1056)
O (-4.7494, -7.0933, -4.3922)
P (-5.7394, -6.8144, -3.0767)
O (-4.7399, -5.9885, -2.3081)
O (-5.6769, -8.3753, -2.6215)
C (-6.0464, -9.4063, -3.5471)
O (-6.9660, -6.5710, -1.9305)
C (-7.1454, -5.2406, -1.4446)
H (-2.9931, -7.9348, -4.9681)
H (-2.8217, -6.4719, -3.9784)
H (-3.2858, -8.0158, -3.2172)
H (-5.1440, -9.9002, -3.9087)
H (-6.6011, -9.0178, -4.4002)
H (-6.6620, -10.1346, -3.0229)
H (-7.0233, -4.5113, -2.2436)
H (-6.4294, -5.0452, -0.6498)
H (-8.1540, -5.1588, -1.0394)
C (-7.1238, 1.6942, 5.4554)
O (-6.1543, 1.7706, 4.4103)
P (-6.6997, 1.4281, 2.9035)
O (-7.9956, 2.1437, 2.8326)
O (-6.8728, -0.1609, 3.1789)
C (-5.8342, -0.8920, 3.8423)
O (-6.3535, 1.1420, 1.3314)
C (-6.5644, 2.2064, 0.3917)
H (-6.5757, 1.5339, 6.3832)
H (-7.6703, 2.6327, 5.5215)
H (-7.8182, 0.8691, 5.3016)
H (-6.1412, -1.0976, 4.8685)
H (-4.8911, -0.3481, 3.8589)
H (-5.6927, -1.8368, 3.3209)
H (-6.2972, 3.1705, 0.8182)
H (-7.6052, 2.2159, 0.0763)
H (-5.9346, 2.0156, -0.4758)
C (-10.2336, -6.5986, -2.9040)
O (-11.3984, -5.8460, -2.5628)
P (-12.6967, -6.7185, -2.0755)
O (-12.1135, -7.7277, -1.1610)
O (-13.0191, -7.3167, -3.5487)
C (-13.0145, -6.4531, -4.6912)
O (-14.2851, -6.7483, -1.6883)
C (-14.6337, -6.7858, -0.2964)
H (-9.6283, -5.9846, -3.5716)
H (-9.6554, -6.8119, -2.0087)
H (-10.4880, -7.5266, -3.4154)
H (-12.1059, -6.6288, -5.2686)
H (-13.0583, -5.4010, -4.4147)
H (-13.8769, -6.6963, -5.3089)
H (-13.9626, -6.1762, 0.3042)
H (-14.6071, -7.8162, 0.0509)
H (-15.6472, -6.4012, -0.1969)
C (16.0856, 6.8885, 7.9301)
O (15.1666, 5.8201, 7.7450)
P (15.0757, 5.1769, 6.1937)
O (16.5696, 5.1312, 5.9946)
O (14.4159, 6.5595, 5.6333)
C (13.2173, 7.0669, 6.2363)
O (14.7417, 4.4840, 4.7042)
C (15.5226, 3.3569, 4.3097)
H (15.7500, 7.4477, 8.8051)
H (17.0808, 6.4911, 8.1212)
H (16.1103, 7.5540, 7.0682)
H (13.4770, 7.9188, 6.8668)
H (12.7162, 6.3147, 6.8434)
H (12.5413, 7.3987, 5.4511)
H (15.7358, 2.6990, 5.1503)
H (16.4528, 3.7042, 3.8657)
H (14.9534, 2.8051, 3.5626)

Here are the Mulliken charges for atoms 1 to 6, given in e: C -0.603; C -0.289; Al 0.027; C 0.071; Br -0.265; C 0.510